[1]
{
  "formula": "C5H9N",
  "method": "ωB97M-V/def2-TZVPD",
  "charge": 0,
  "fmax_ha_per_bohr": 0.0703,
  "smiles": "C/C=C/N=C/C",
  "total_energy_ha": -250.5882,
  "de_lowest_ev": 2.143,
  "homo_ev": -8.84,
  "gap_ha": 0.3700,
  "elements": ["C", "C", "C", "C", "C", "N", "H", "H", "H", "H", "H", "H", "H", "H", "H"],
  "positions_angstrom": [[0.3195, -0.0149, -0.6507], [1.3020, -0.8719, -0.7111], [-1.2783, 0.8916, 0.7745], [2.3578, -1.0365, -1.7235], [-2.3999, 0.7083, 1.8855], [-0.7447, -0.1608, 0.3411], [0.1265, 0.9043, -1.3637], [1.3702, -1.5806, 0.1717], [-0.9240, 2.0740, 0.6708], [3.1768, -0.2820, -1.5071], [1.9241, -0.6623, -2.6857], [2.7196, -2.1029, -1.6840], [-1.9637, 0.7775, 2.9089], [-2.8495, -0.2351, 1.8155], [-3.1363, 1.5914, 1.7577]],
  "forces_ev_per_angstrom": [[-2.43, 2.44, -0.53], [0.44, -1.75, 2.03], [-0.79, 1.76, 2.78], [0.72, 1.27, -0.51], [1.04, 3.36, -0.83], [1.36, 0.83, -1.26], [0.67, -2.06, 1.09], [-0.39, 0.67, -1.16], [-0.69, -3.02, -0.42], [-0.42, -1.23, -0.18], [0.64, -0.95, 0.38], [-0.19, 1.34, -0.61], [-0.08, 0.19, -0.76], [-0.79, -1.23, -0.38], [0.90, -1.62, 0.36]]
}

[2]
{
  "formula": "C5H9N",
  "method": "ωB97M-V/def2-TZVPD",
  "charge": 0,
  "fmax_ha_per_bohr": 0.0828,
  "smiles": "C=CC(=C)NC",
  "total_energy_ha": -250.5742,
  "de_lowest_ev": 2.523,
  "homo_ev": -8.06,
  "gap_ha": 0.3358,
  "elements": ["C", "N", "C", "C", "C", "C", "H", "H", "H", "H", "H", "H", "H", "H", "H"],
  "positions_angstrom": [[2.0741, 0.1047, 0.7682], [1.0581, 0.4769, -0.2783], [-0.1283, -0.2698, -0.1830], [-0.1657, -1.4509, 0.4483], [-2.3817, 0.7988, -0.6295], [-1.2426, 0.2359, -1.0660], [2.5741, -0.8754, 0.3718], [2.8580, 0.8058, 0.8293], [1.6056, 0.1023, 1.8518], [0.9742, 1.4104, -0.6553], [0.6570, -1.7569, 1.0393], [-0.9647, -2.0307, 0.4080], [-2.4429, 1.2595, 0.2881], [-3.2502, 1.1693, -1.1245], [-1.2250, 0.0201, -2.0683]],
  "forces_ev_per_angstrom": [[-1.17, -1.06, -0.55], [0.19, -0.85, 1.62], [0.49, 0.63, -1.25], [2.34, 2.93, 0.02], [1.48, 0.26, -0.74], [-1.61, 0.15, 2.42], [-1.08, 1.45, 1.42], [0.84, 1.10, -0.30], [0.80, -0.63, -2.19], [0.17, -0.08, 0.54], [0.54, -0.42, 0.32], [-3.53, -2.37, -0.15], [0.25, 0.11, 2.80], [-0.20, -0.44, -1.56], [0.50, -0.79, -2.41]]
}